C44H79Br18N4O3 | ωB97M-V/def2-TZVPD

```
148
Properties=species:S:1:pos:R:3:forces:R:3
Br 4.245376 2.635006 -7.566589 -0.06 0.04 0.09
Br 7.962216 -3.261179 4.181628 0.03 -0.16 0.13
Br 6.776280 0.422021 -0.853710 1.32 -2.36 -4.10
Br 3.315192 1.413504 -4.216538 0.07 -0.04 0.05
Br -4.149684 0.603303 -3.882756 0.10 -0.03 -0.23
Br 8.642324 -0.549930 -3.882942 -0.01 0.00 0.09
Br 8.009395 -6.989978 6.684454 -0.02 0.09 -0.08
Br -6.662800 1.176252 7.600997 0.05 -0.05 0.03
Br -3.247661 1.836686 6.303324 -0.16 0.10 0.38
Br 9.212467 -8.028941 3.357962 0.01 -0.04 0.08
Br -1.204046 -3.185329 -0.032416 -0.08 0.00 0.05
Br -8.351864 -3.246225 -11.433978 0.05 0.07 0.09
Br 4.345390 -3.873418 4.510277 0.06 -0.05 -0.04
Br -7.395316 -0.482645 -5.096770 0.01 0.01 0.04
Br -5.716827 -3.621197 -6.058883 -0.05 0.03 -0.04
Br -3.305122 -5.737634 -1.665980 0.08 0.08 -0.06
Br -4.942071 -3.689501 -10.107782 0.06 -0.14 -0.11
Br -2.342431 -2.594117 -4.023588 -0.04 0.00 -0.02
O 4.383697 0.334874 4.823831 -0.72 0.29 -2.36
O 0.654429 2.966066 1.177190 0.37 0.32 -0.39
O -1.812593 4.683123 2.112266 -0.06 -1.51 -0.62
N 5.213017 4.165589 1.672182 1.13 -0.44 0.47
N 3.836499 0.693892 2.503953 -0.16 0.74 0.12
N 4.849290 1.410387 0.397872 -2.52 2.61 1.44
N 6.136324 1.460418 2.423349 0.80 2.19 -3.03
C -4.086901 4.165588 1.548651 -0.19 -0.21 0.11
C -2.914012 2.722119 3.063269 -0.15 -0.26 -0.01
C 6.605633 -0.936525 1.958491 1.29 0.73 -0.07
C 6.923422 0.584295 1.876798 -0.14 -1.10 0.55
C -5.529110 -3.274459 -11.917044 0.24 0.15 0.13
C 4.877354 3.206234 -5.820046 0.12 -0.05 -0.35
C 2.052015 2.773079 0.929295 -1.20 0.10 0.17
C -6.590303 -0.916069 -0.814702 0.78 0.75 0.45
C -2.928110 3.841846 2.257977 -0.47 0.66 0.04
C -6.173696 0.379988 -0.007385 -0.18 -1.17 -0.94
C -1.309618 -5.103970 0.285945 0.29 0.15 0.00
C 0.243415 4.270072 0.797801 -0.43 0.97 0.05
C 7.004902 -7.584995 5.123921 -0.10 -0.06 0.29
C -1.480998 -5.866604 -1.001489 -0.27 -0.20 0.00
C -6.702200 -2.329986 -11.910491 -0.26 -0.13 -0.20
C 7.715251 -8.700439 4.404700 0.05 0.06 -0.31
C 6.724737 -2.696093 5.576299 0.30 -0.04 0.03
C 5.795004 3.802934 0.347147 0.34 0.44 -1.39
C -1.278578 4.428899 0.798962 0.61 0.68 -0.32
C -1.935858 -0.903818 -4.894338 0.19 -0.29 0.16
C -4.645581 0.575336 -0.339115 -0.75 1.29 0.42
C -4.952319 1.169407 8.525558 -0.26 0.10 0.07
C 2.827896 3.489133 2.066353 0.29 -0.01 -0.88
C -7.798087 2.047906 2.526038 0.70 -0.43 -0.18
C -6.403223 -0.922005 -6.711466 -0.24 0.15 0.00
C -6.450168 0.047892 1.488962 0.24 1.14 -0.52
C 5.094072 2.650897 -0.398259 -0.60 0.36 0.18
C -6.394706 0.566010 3.930606 0.07 -0.51 -0.88
C 4.333695 3.109528 2.249631 -1.82 -0.20 1.41
C -6.454641 1.233117 2.505463 -0.22 0.06 1.67
C 5.720911 -3.771541 5.887758 -0.30 0.11 0.00
C 4.734056 1.671658 1.816884 1.95 -1.75 1.82
C 8.287708 0.908735 1.150300 0.27 0.33 2.46
C 7.264671 -1.522126 -2.912023 0.10 0.05 -0.32
C 5.040291 2.035696 -4.886669 -0.09 0.10 0.26
C -4.046706 2.267311 8.031615 0.35 -0.14 0.01
C -2.237417 0.257652 -3.985159 -0.17 0.34 -0.11
C -7.023878 1.539908 -0.609936 0.05 -0.58 -0.52
C -4.049823 1.894028 3.132339 0.34 0.11 -0.21
C 6.188427 -0.592200 -2.419917 -0.20 -0.05 0.27
C -6.673354 -2.332633 -7.160812 0.20 -0.15 -0.05
C 4.114909 0.530425 3.691635 0.26 -0.50 1.56
C -5.231953 2.166937 2.424435 0.68 0.29 -0.19
C -5.202399 3.348669 1.651403 -0.54 -0.36 0.05
H -1.888591 0.103817 -2.967076 0.01 -0.10 -0.05
H 4.197543 3.053923 -0.903097 0.09 -0.29 0.47
H -1.803485 1.176012 -4.379258 0.03 -0.06 -0.03
H 7.050665 -9.171661 3.682725 -0.03 0.04 0.05
H -4.555779 3.219189 7.912379 -0.05 -0.07 -0.01
H 4.770359 5.085858 1.660973 -0.30 -0.28 -0.08
H -6.221448 1.306068 4.721582 -0.09 -0.27 -0.24
H -4.140264 5.044722 0.901303 0.18 -0.20 0.32
H 6.324214 -1.317473 0.971776 -0.19 -0.12 0.51
H 5.691536 4.696780 -0.294908 0.05 -0.43 0.24
H 6.000200 4.248260 2.325630 -0.06 -0.11 -0.17
H -5.353768 -0.736182 -6.496339 -0.03 -0.07 0.02
H -2.121956 -5.264127 0.988608 -0.02 -0.02 -0.09
H 2.187212 1.684511 0.892813 0.09 0.38 0.32
H 6.856414 -2.232111 -3.629773 -0.05 0.03 0.05
H 5.900769 -1.178486 2.761569 0.06 0.09 -0.46
H -6.876284 -1.931127 -12.908455 0.06 -0.03 0.02
H 5.783719 2.384631 -1.205484 -0.32 0.36 0.12
H 6.878362 3.666956 0.477230 -0.51 -0.34 0.12
H -7.645687 -1.169434 -0.627575 0.39 -0.10 -0.21
H 7.760792 -2.064688 -2.112486 -0.06 0.05 0.02
H -5.744205 -4.221036 -12.403933 -0.08 0.05 0.02
H -4.669293 -2.810044 -12.396952 -0.05 0.02 0.00
H -1.724824 3.548779 0.309468 0.03 0.24 0.37
H -6.583642 -1.508023 -11.210534 0.07 -0.05 -0.01
H 7.587031 -1.410351 2.213080 -0.81 0.24 -0.18
H -2.499577 -0.879259 -5.822972 -0.02 0.07 0.06
H 0.657687 5.059087 1.463038 -0.14 -0.44 -0.08
H -7.946731 2.503700 3.521172 0.18 -0.06 -0.46
H -7.725096 -2.601205 -7.122869 0.02 0.08 0.04
H 2.255457 3.351874 2.998590 0.39 -0.26 -0.36
H -4.528393 0.177602 8.398875 0.05 0.07 -0.03
H -7.450338 -0.423217 1.547517 0.50 0.01 0.11
H 4.172792 3.947941 -5.454363 0.02 -0.07 0.06
H 5.876400 0.133952 -3.164415 0.03 -0.14 -0.03
H -6.395356 -0.700528 -1.881072 -0.34 -0.32 0.37
H -4.347107 0.040014 -1.250795 -0.03 -0.10 0.64
H -0.365554 -5.364640 0.761842 -0.03 -0.04 -0.05
H -6.099335 3.640956 1.102364 0.34 -0.06 0.16
H -1.515931 5.320020 0.183207 0.17 -0.42 0.10
H 5.601636 2.329687 -3.999520 0.02 0.04 -0.06
H 7.348555 -2.493137 6.445011 -0.04 -0.05 0.00
H -6.465440 2.485757 -0.644151 -0.44 -0.17 0.29
H 6.841680 -6.710201 4.499156 0.07 -0.06 -0.06
H 8.226796 1.788302 0.496230 -0.09 -0.06 0.53
H -3.936793 1.018133 3.772765 -0.31 0.25 -0.35
H 8.567713 0.067570 0.516615 0.43 0.12 0.75
H 9.082626 1.126560 1.894386 -0.39 -0.21 -0.21
H 4.032822 0.902260 0.065066 0.16 0.15 0.00
H -1.311467 -6.929876 -0.839697 0.03 0.04 0.05
H 5.318743 -1.157108 -2.082738 0.03 -0.01 -0.08
H -7.223083 1.269626 -1.667127 0.14 0.29 0.40
H -8.022628 1.638820 -0.152512 0.52 0.11 0.00
H 5.186762 -3.540745 6.807817 0.05 0.03 -0.02
H 6.165073 -4.759201 5.968397 0.07 0.07 0.01
H -5.199191 1.324982 9.574478 0.07 0.04 -0.02
H 5.839388 3.681532 -6.004672 0.00 -0.05 0.07
H -4.510462 1.653481 -0.564699 0.26 -0.50 0.13
H -2.025948 2.468986 3.647682 -0.22 0.14 -0.28
H 5.525854 1.181867 -5.351517 -0.02 0.07 -0.07
H -8.608842 1.315847 2.379281 0.09 0.50 -0.14
H -4.020805 0.366823 0.543307 -0.05 -0.24 -0.48
H -7.325307 0.002338 4.120928 0.28 0.31 -0.01
H -0.828490 -5.515027 -1.795737 0.00 0.05 0.08
H 4.524301 3.151736 3.337973 0.05 -0.10 -0.52
H -3.202289 2.391261 8.707596 -0.06 -0.02 0.03
H -6.749661 -0.210419 -7.459590 0.00 -0.06 -0.01
H 6.267627 -1.769521 5.238343 -0.07 -0.06 0.04
H -7.796046 2.835298 1.758782 -0.42 -0.38 0.29
H 2.762835 4.576492 1.853976 0.10 -0.43 0.22
H 0.594258 4.542052 -0.224897 -0.08 -0.47 0.32
H 6.049692 -7.930707 5.516479 0.04 -0.04 -0.04
H 8.111469 -9.456213 5.076455 -0.04 0.07 0.04
H -0.871361 -0.945236 -5.120828 -0.03 0.06 0.01
H -5.665967 -0.668967 1.799379 -0.49 0.15 -0.07
H -5.578085 -0.179897 3.910678 -0.36 0.32 0.39
H -5.895445 -1.723104 -0.517491 -0.60 0.03 -0.09
H 2.232744 3.177070 -0.084694 0.40 -0.06 0.41
H -6.298045 -2.491099 -8.171015 -0.07 0.09 0.11
```
Positions in Å, forces in eV/Å.

Calculated values
* LUMO level: -2.91 eV
* HOMO energy: -9.9 eV
* HOMO-LUMO gap: 7.0 eV
* energy: -1319766.6550 eV
* net charge: +1

Atom charges from the Löwdin analysis, given in e for atoms 1 to 2:
1 Br 0.64
2 Br 0.66